No. 1
# C26H24BHfN9Te4

C26H24BHfN9Te4 as an isolated structure (the ωB97M-V functional and the def2-TZVPD basis, the OMol25 dataset).

Computed properties:
2S+1	2
charge	+1
gap between HOMO and LUMO (alpha / beta)	5.93 / 6.35	eV
relative energy (zero: lowest compared OMol25 entry of this formula, charge and spin)	0.0000	eV
HOMO (alpha / beta)	-9.45 / -9.87	eV
⟨S²⟩	0.7910

Geometry (Å):
1 Hf -14.041 -6.624 -4.848
2 C -18.177 -4.844 -4.614
3 C -16.992 -5.095 -5.269
4 N -16.089 -5.592 -4.407
5 N -16.686 -5.589 -3.185
6 C -17.976 -5.138 -3.288
7 B -15.906 -6.121 -1.985
8 N -14.462 -5.430 -1.970
9 C -14.027 -4.577 -1.042
10 C -12.711 -4.207 -1.345
11 C -12.449 -4.882 -2.529
12 N -13.520 -5.592 -2.900
13 N -15.723 -7.633 -2.239
14 C -16.300 -8.684 -1.629
15 C -16.007 -9.831 -2.324
16 C -15.176 -9.387 -3.356
17 N -15.040 -8.073 -3.304
18 N -16.559 -5.984 -0.648
19 C -16.124 -6.522 0.524
20 C -16.980 -6.099 1.516
21 C -17.927 -5.296 0.854
22 N -17.652 -5.198 -0.439
23 H -19.098 -4.442 -4.998
24 H -16.762 -4.992 -6.321
25 H -18.579 -5.087 -2.386
26 H -14.694 -4.308 -0.266
27 H -12.062 -3.559 -0.754
28 H -11.557 -4.887 -3.122
29 H -16.937 -8.557 -0.785
30 H -16.283 -10.839 -2.100
31 H -14.719 -9.971 -4.131
32 H -15.235 -7.150 0.574
33 H -16.992 -6.352 2.550
34 H -18.748 -4.754 1.316
35 Te -11.963 -8.573 -4.584
36 Te -12.007 -7.323 -6.953
37 Te -11.194 -4.942 -6.119
38 Te -13.761 -4.179 -6.407
39 C -18.591 -8.604 -4.587
40 C -19.930 -8.543 -5.068
41 C -20.888 -7.635 -4.573
42 C -22.193 -7.670 -5.027
43 C -22.603 -8.599 -6.002
44 C -21.656 -9.419 -6.581
45 C -20.383 -9.455 -6.084
46 H -17.936 -9.342 -5.063
47 H -18.158 -7.932 -3.851
48 H -20.614 -6.932 -3.803
49 H -22.899 -7.022 -4.538
50 H -23.636 -8.680 -6.275
51 H -22.026 -10.102 -7.354
52 H -19.626 -10.155 -6.459
53 N -15.302 -7.734 -6.284
54 C -15.781 -8.103 -7.257
55 C -16.348 -8.615 -8.437
56 C -16.601 -7.683 -9.448
57 C -17.091 -8.163 -10.655
58 C -17.315 -9.486 -10.869
59 C -17.073 -10.391 -9.813
60 C -16.603 -9.967 -8.599
61 H -16.508 -6.620 -9.259
62 H -17.266 -7.455 -11.471
63 H -17.623 -9.796 -11.834
64 H -17.186 -11.434 -10.047
65 H -16.305 -10.645 -7.822

Force components x, y, z for each atom (eV/Å):
Hf 0.71 0.61 0.67
C -1.04 0.65 0.05
C 0.37 -0.59 0.03
N -0.16 0.07 0.20
N -1.12 0.51 -0.04
C 1.55 -0.65 0.20
B 0.72 -0.18 -0.17
N -1.08 0.16 0.51
C 0.79 -0.03 -0.34
C -0.53 0.01 0.36
C -0.01 0.27 0.41
N 0.33 -0.72 -1.04
N 0.00 -0.45 0.31
C -0.37 0.09 -0.11
C 0.71 0.30 -0.29
C -0.58 -0.79 0.10
N 0.55 0.81 -0.75
N -0.28 0.63 0.33
C 0.04 -0.02 0.40
C -0.03 -0.15 -0.55
C 0.38 0.21 -0.10
N -0.17 -0.17 0.30
H 0.07 -0.01 -0.27
H 0.04 -0.01 0.15
H 0.13 0.13 -0.41
H -0.22 0.28 0.73
H -0.29 -0.29 -0.41
H 0.12 -0.07 -0.13
H -0.16 0.13 0.39
H -0.15 -0.21 0.08
H 0.18 0.02 -0.15
H -0.34 0.22 -0.06
H 0.22 -0.13 0.42
H 0.12 -0.13 -0.37
Te 0.03 -0.15 0.08
Te 0.05 -0.88 -0.29
Te 0.26 0.57 0.08
Te -0.41 0.33 0.17
C -0.37 -0.31 -0.81
C 0.24 -0.42 -0.14
C -0.19 -0.12 -0.22
C 0.00 -0.54 0.05
C 0.31 1.14 0.80
C -0.67 -0.89 -0.27
C 1.57 0.30 0.24
H -0.09 0.26 0.35
H -0.28 -0.08 -0.10
H 0.11 0.14 0.15
H -0.31 0.16 -0.11
H -0.30 0.12 -0.20
H 0.54 0.10 0.24
H -0.45 0.17 -0.03
N -0.13 0.03 -0.21
C -0.15 -0.51 0.52
C -0.22 1.12 -0.53
C -0.52 -0.43 0.08
C 0.13 1.87 -0.54
C 0.49 -0.74 1.58
C -0.24 -0.14 -1.35
C 0.46 -0.11 -0.13
H 0.27 -0.08 -0.11
H 0.01 -0.21 0.37
H -0.34 -0.53 -0.61
H -0.13 -0.31 0.31
H -0.17 -0.34 0.20

***

No. 2
# C26H24N3O2S4Tl

C26H24N3O2S4Tl as an isolated structure (the ωB97M-V functional and the def2-TZVPD basis, the OMol25 dataset).

Computed properties:
charge	0
gap between HOMO and LUMO	8.08	eV
relative energy (zero: lowest compared OMol25 entry of this formula, charge and spin)	0.0918	eV
HOMO	-7.92	eV

Geometry (Å):
1 Tl -0.491 -0.072 2.863
2 O -1.905 0.324 0.988
3 C -2.644 1.463 0.801
4 C -1.919 2.405 -0.169
5 C -0.580 2.434 -0.406
6 C -0.196 3.440 -1.336
7 C -1.257 4.157 -1.789
8 S -2.733 3.609 -1.102
9 C -4.022 1.145 0.211
10 C -5.263 1.508 0.637
11 C -6.308 1.026 -0.201
12 C -5.840 0.297 -1.245
13 S -4.125 0.185 -1.219
14 C -2.875 2.187 2.137
15 C -3.257 1.589 3.304
16 C -3.431 2.506 4.376
17 C -3.180 3.788 4.003
18 S -2.726 3.888 2.350
19 H 0.096 1.742 0.073
20 H 0.826 3.620 -1.641
21 H -1.265 4.959 -2.511
22 H -5.436 2.114 1.515
23 H -7.356 1.221 -0.023
24 H -6.398 -0.200 -2.022
25 H -3.472 0.531 3.369
26 H -3.740 2.227 5.374
27 H -3.222 4.689 4.594
28 C 2.842 0.776 0.599
29 N 2.806 2.190 0.920
30 C 3.725 3.038 0.192
31 C 1.927 2.688 1.802
32 O 1.098 2.051 2.438
33 H 3.808 0.350 0.877
34 H 2.688 0.627 -0.472
35 H 2.051 0.266 1.139
36 H 4.723 2.598 0.209
37 H 3.772 4.025 0.650
38 H 3.420 3.149 -0.851
39 H 2.009 3.781 1.912
40 S 0.949 -5.102 -2.229
41 C 0.807 -3.893 -0.920
42 C 1.577 -3.929 0.238
43 C 1.429 -2.904 1.155
44 N 0.560 -1.905 1.010
45 C -0.220 -1.905 -0.076
46 C -0.125 -2.876 -1.064
47 C 2.680 -4.948 -2.669
48 C 2.999 -4.294 -3.851
49 C 4.337 -4.193 -4.207
50 N 5.330 -4.679 -3.471
51 C 5.011 -5.320 -2.353
52 C 3.706 -5.498 -1.915
53 H 2.272 -4.728 0.433
54 H 2.045 -2.882 2.049
55 H -0.938 -1.089 -0.140
56 H -0.760 -2.823 -1.937
57 H 2.223 -3.868 -4.471
58 H 4.625 -3.692 -5.125
59 H 5.838 -5.723 -1.778
60 H 3.509 -6.072 -1.023

Force components x, y, z for each atom (eV/Å):
Tl -0.38 0.08 -0.12
O 0.30 -0.22 0.30
C -0.09 0.24 0.05
C -0.09 0.09 -0.03
C 0.01 -0.06 -0.02
C 0.08 -0.01 0.09
C -0.23 0.05 -0.04
S 0.27 -0.06 0.01
C 0.06 -0.21 0.01
C 0.02 0.10 -0.04
C -0.07 0.02 -0.01
C 0.20 -0.10 -0.06
S -0.09 0.04 0.14
C 0.05 0.07 -0.05
C -0.14 0.01 -0.05
C -0.03 -0.01 0.07
C 0.11 0.18 -0.24
S -0.01 -0.18 0.15
H -0.05 -0.02 -0.03
H -0.02 0.00 -0.07
H 0.03 0.01 0.03
H 0.05 0.01 0.02
H -0.01 -0.03 -0.02
H -0.03 0.03 0.02
H 0.05 -0.02 -0.01
H 0.02 -0.02 -0.01
H -0.01 -0.06 0.07
C -0.07 0.06 0.02
N 0.03 -0.21 -0.09
C 0.00 0.09 -0.03
C -0.12 0.20 0.11
O 0.21 -0.02 -0.11
H -0.01 -0.01 0.00
H -0.01 0.01 -0.01
H 0.01 -0.05 0.01
H 0.01 0.03 0.04
H -0.04 -0.01 0.00
H -0.01 -0.02 0.00
H 0.02 -0.03 0.02
S 0.11 -0.09 0.19
C 0.04 0.01 -0.19
C -0.05 0.10 -0.05
C 0.05 0.00 0.03
N -0.11 0.02 -0.20
C -0.02 -0.03 0.02
C 0.05 0.01 0.05
C -0.24 0.05 -0.01
C 0.09 0.01 0.05
C -0.05 0.03 -0.01
N 0.15 -0.01 -0.06
C -0.07 -0.04 0.07
C 0.03 0.01 -0.08
H 0.12 -0.06 -0.04
H -0.05 -0.02 0.02
H 0.00 -0.02 0.00
H 0.03 0.02 -0.03
H 0.00 0.01 0.00
H -0.03 0.01 0.01
H -0.01 0.00 -0.01
H -0.06 -0.01 0.07

***

No. 3
# C26H24N3O9PS3Yb

C26H24N3O9PS3Yb as an isolated structure (the ωB97M-V functional and the def2-TZVPD basis, the OMol25 dataset).

Computed properties:
2S+1	2
charge	-1
gap between HOMO and LUMO (alpha / beta)	8.35 / 8.34	eV
relative energy (zero: lowest compared OMol25 entry of this formula, charge and spin)	0.0000	eV
HOMO (alpha / beta)	-5.85 / -5.85	eV
⟨S²⟩	0.7508

Geometry (Å):
1 Yb 0.652 -0.110 0.390
2 O 1.359 1.552 1.849
3 S 2.136 2.306 0.840
4 O 3.449 2.705 1.229
5 O 2.037 1.566 -0.440
6 C 1.160 3.758 0.553
7 C 1.831 4.929 0.237
8 C 1.105 6.062 -0.097
9 C -0.281 6.010 -0.118
10 C -0.947 4.833 0.206
11 C -0.247 3.686 0.556
12 P -1.118 2.104 0.968
13 C -1.357 2.222 2.772
14 C -0.962 3.307 3.542
15 C -1.159 3.297 4.918
16 C -1.751 2.199 5.529
17 C -2.137 1.105 4.763
18 C -1.935 1.113 3.391
19 C -2.821 2.437 0.374
20 C -3.118 2.147 -0.961
21 C -4.384 2.410 -1.472
22 C -5.372 2.945 -0.654
23 C -5.088 3.227 0.678
24 C -3.817 2.979 1.187
25 H 2.914 4.935 0.263
26 H 1.622 6.982 -0.350
27 H -0.854 6.888 -0.389
28 H -2.031 4.813 0.186
29 H -0.489 4.163 3.072
30 H -0.838 4.145 5.513
31 H -1.893 2.188 6.602
32 H -2.575 0.235 5.237
33 H -2.204 0.244 2.797
34 H -2.355 1.723 -1.603
35 H -4.592 2.189 -2.515
36 H -6.363 3.140 -1.051
37 H -5.854 3.646 1.322
38 H -3.603 3.206 2.226
39 C -3.255 -1.397 -1.501
40 C -2.170 -1.809 -0.548
41 O -1.776 -1.025 0.310
42 N -1.679 -3.059 -0.714
43 C -0.527 -3.590 0.006
44 C 0.750 -3.406 -0.786
45 C 1.579 -4.463 -1.114
46 C 2.724 -4.208 -1.839
47 C 2.991 -2.911 -2.252
48 C 2.097 -1.925 -1.900
49 N 1.001 -2.162 -1.170
50 H -3.916 -0.698 -0.994
51 H -3.824 -2.246 -1.888
52 H -2.781 -0.859 -2.331
53 H -1.972 -3.533 -1.548
54 H -0.690 -4.645 0.213
55 H -0.453 -3.074 0.956
56 H 1.344 -5.459 -0.758
57 H 3.407 -5.013 -2.084
58 H 3.868 -2.667 -2.835
59 H 2.226 -0.902 -2.231
60 O 2.457 -1.411 3.355
61 S 1.859 -1.779 2.107
62 O 2.453 -0.969 0.951
63 O 0.389 -1.328 2.046
64 O 1.915 -3.191 1.790
65 O -1.161 1.196 -3.882
66 S -0.069 0.672 -3.062
67 N -0.266 0.376 -1.649

Force components x, y, z for each atom (eV/Å):
Yb -2.17 0.90 -2.40
O 0.30 0.27 0.05
S 0.05 0.13 0.11
O 0.16 0.22 -0.02
O 0.17 0.13 0.27
C -0.24 0.13 -0.11
C -0.09 -0.08 0.08
C -0.10 0.11 -0.04
C 0.05 0.02 -0.01
C -0.05 0.11 0.00
C 0.31 -0.13 0.02
P -0.35 0.36 0.09
C 0.05 -0.08 0.02
C -0.02 0.11 0.08
C -0.02 -0.07 -0.01
C 0.02 0.03 -0.05
C 0.02 0.06 -0.03
C 0.03 -0.02 0.04
C -0.05 0.10 -0.13
C -0.06 0.10 0.05
C 0.05 -0.02 0.03
C 0.04 0.00 0.06
C 0.07 -0.04 -0.05
C -0.10 -0.01 -0.05
H -0.06 -0.02 -0.01
H -0.04 -0.05 0.02
H 0.02 -0.02 0.01
H 0.06 0.01 -0.01
H -0.03 -0.06 0.04
H -0.01 -0.03 -0.02
H 0.00 0.00 -0.01
H 0.02 0.03 -0.01
H 0.02 0.04 0.02
H 0.01 -0.02 0.01
H 0.02 0.01 0.09
H 0.06 0.00 0.02
H 0.04 -0.03 -0.03
H -0.02 -0.01 -0.07
C -0.08 -0.06 -0.20
C -0.01 0.13 0.00
O 0.33 -0.19 0.16
N 0.01 0.12 0.10
C -0.01 0.00 -0.27
C -0.42 0.03 0.24
C 0.02 -0.27 0.07
C 0.15 -0.05 -0.07
C 0.05 -0.15 -0.09
C -0.36 0.09 -0.04
N 0.35 0.10 0.02
H -0.01 -0.02 0.00
H 0.05 0.09 0.00
H -0.05 -0.05 0.10
H -0.03 -0.12 -0.07
H -0.03 -0.10 -0.01
H 0.08 0.14 0.14
H 0.02 0.06 -0.05
H -0.01 0.01 0.01
H -0.01 -0.01 0.03
H 0.12 0.09 0.12
O 0.09 0.10 0.22
S 0.67 -0.58 0.82
O 0.87 -0.77 0.60
O 0.21 -0.73 0.93
O -0.03 -0.30 -0.12
O -0.60 0.14 -0.24
S 0.69 -0.04 -0.25
N -0.24 0.17 -0.18